(1)
This record from the OMol25 dataset describes a molecular structure, C3H4MgO2 in a non-equilibrium geometry. The level of theory is ωB97M-V/def2-TZVPD.

Frontier orbital gap (spin up / spin down) in eV: 5.317 / 5.953
Multiplicity: 2
E_LUMO (spin up / spin down) in eV: 3.38 / 3.10
E_tot in eV: -12714.0194
Net charge: -1

Element x y z (Å)
1 Mg 1.5113 -1.1232 -0.7656
2 O 2.1386 2.3436 -0.1916
3 O 0.6674 0.6838 -0.1826
4 C -0.6202 0.1150 0.2056
5 C -0.5711 -1.3623 -0.1421
6 C 1.1021 1.9851 0.3497
7 H -0.7580 -1.9996 0.7356
8 H -0.7922 0.3082 1.2765
9 H -1.2976 -1.6279 -0.9250
10 H -1.3801 0.6773 -0.3605

---

(2)
This record from the OMol25 dataset describes a molecular structure, C33H26BrN6S2Ti in a non-equilibrium geometry. The level of theory is ωB97M-V/def2-TZVPD.

Frontier orbital gap (spin up / spin down) in eV: 4.219 / 6.816
Multiplicity: 3
E_LUMO (spin up / spin down) in eV: 2.11 / 2.11
E_tot in eV: -158414.6661
Relative energy (zero: lowest compared OMol25 entry of this formula, charge and spin) in kJ/mol: 151.1
Net charge: -1

Element x y z (Å)
1 Br -4.4951 4.7612 -2.8019
2 Ti -0.1882 0.1006 -0.0473
3 S 0.7768 -2.5060 -0.8408
4 S 1.4442 0.5387 -1.8849
5 N 6.5000 -4.5376 -1.7952
6 N -1.6888 -0.9760 -1.0678
7 N 1.5153 -0.2871 1.2007
8 N -0.9658 -0.7685 1.9574
9 N -0.1381 1.8713 1.3405
10 N 7.3552 -0.6897 -3.0112
11 C 3.9559 -0.4344 -2.2505
12 C -1.7227 2.6287 3.0339
13 C -0.7502 4.2161 1.5144
14 C -2.3556 -1.2433 1.9658
15 C 4.6836 -2.6832 -1.8307
16 C 4.9722 -1.3806 -2.2533
17 C 3.7569 -1.5494 2.2482
18 C -3.9602 -1.3080 -2.6456
19 C -0.0025 -1.8465 2.2537
20 C -1.6754 -0.7111 -2.3871
21 C -2.7832 -0.8467 -3.1998
22 C 1.4011 -1.3703 1.9711
23 C -3.9451 -1.7029 -1.3240
24 C -2.7251 -2.1559 0.8101
25 C -3.6552 2.7029 -1.0065
26 C -0.0387 3.2065 0.9561
27 C 2.7396 0.2164 1.0219
28 C 6.3009 -1.0056 -2.6766
29 C 2.4919 -2.0349 2.5064
30 C -1.6768 3.9555 2.5656
31 C 2.6570 -0.7315 -1.8292
32 C -1.0738 2.5400 -1.9794
33 C -3.2519 3.5255 -2.0419
34 C 5.7033 -3.7081 -1.8153
35 C -1.9617 3.4607 -2.5329
36 C 3.4000 -2.9944 -1.4130
37 C -0.8208 0.2970 3.0127
38 C 3.8832 -0.3828 1.5168
39 C -0.9506 1.6614 2.4511
40 C -2.7868 -1.5494 -0.5689
41 C -2.7403 1.7937 -0.4888
42 C 2.3639 -2.0487 -1.3878
43 C -1.4200 1.6544 -0.9453
44 H -2.5528 -1.7685 2.9096
45 H 3.1842 -4.0024 -1.0843
46 H -0.0825 -2.1568 3.3031
47 H 2.3389 -2.9216 3.1090
48 H -0.0704 2.5299 -2.3918
49 H 4.8504 0.0499 1.3036
50 H -4.8217 -2.1369 -0.8612
51 H -0.1961 -2.7152 1.6268
52 H -2.0302 -2.9983 0.7586
53 H -2.2690 4.7391 3.0159
54 H -1.6507 4.1154 -3.3382
55 H -4.8633 -1.3924 -3.2373
56 H -2.9899 -0.3559 1.9524
57 H 4.6323 -2.0655 2.6226
58 H -3.0926 1.1718 0.3321
59 H -3.7049 -2.5807 1.0334
60 H -0.6085 5.2222 1.1377
61 H 2.7865 1.1264 0.4416
62 H -0.7330 -0.3721 -2.7858
63 H 4.1760 0.5730 -2.5796
64 H 0.6497 3.4048 0.1446
65 H -4.6605 2.7742 -0.6094
66 H -2.3399 2.3607 3.8874
67 H -1.5484 0.1233 3.8102
68 H -2.7080 -0.5790 -4.2444
69 H 0.1763 0.1765 3.4427

---

(3)
This record from the OMol25 dataset describes 2 unconnected molecules or ions with the total composition C3H8S2. The level of theory is ωB97M-V/def2-TZVPD.

Frontier orbital gap in eV: 9.580
Multiplicity: 1
Structure (SMILES): C1CS1.CS
E_LUMO in eV: 0.85
E_tot in eV: -24910.1146
Relative energy (zero: lowest compared OMol25 entry of this formula, charge and spin) in kJ/mol: 123.8

Element x y z (Å)
1 S 1.9304 -1.2622 -0.0494
2 S -1.4840 -0.6379 0.7060
3 C -2.7528 -0.1751 -0.5042
4 C 1.5167 0.2207 0.8933
5 C 2.4379 0.4597 -0.2435
6 H -0.4909 -0.8504 -0.1697
7 H -3.6623 0.0378 0.0615
8 H -2.9623 -0.9896 -1.1996
9 H -2.4720 0.7244 -1.0563
10 H 1.9233 0.2674 1.9006
11 H 2.0467 0.9708 -1.1180
12 H 0.4916 0.5659 0.7997
13 H 3.4778 0.6686 -0.0204

---

(4)
This record from the OMol25 dataset describes 2 unconnected molecules or ions with the total composition C6H12O. The level of theory is ωB97M-V/def2-TZVPD.

Frontier orbital gap in eV: 10.037
Multiplicity: 1
Structure (SMILES): CC(C)=CCC=O.[H][H]
E_LUMO in eV: 1.00
E_tot in eV: -8462.4060
Relative energy (zero: lowest compared OMol25 entry of this formula, charge and spin) in kJ/mol: 187.9

Element x y z (Å)
1 O -2.2801 -0.8574 1.4896
2 C 1.7748 1.2640 -0.4270
3 C 1.1990 -1.1854 0.0477
4 C 0.7410 0.1718 -0.4339
5 C -2.3663 -0.2043 0.4756
6 C -1.6584 -0.5509 -0.8138
7 C -0.4983 0.4161 -0.8701
8 H 2.0400 -1.0971 0.7443
9 H 0.4245 0.6069 2.1553
10 H 2.2529 1.3324 0.5580
11 H 0.3977 -1.7318 0.5553
12 H -2.9151 0.7650 0.4600
13 H 2.5730 1.0541 -1.1484
14 H 1.5448 -1.7891 -0.8016
15 H 1.3321 2.2358 -0.6660
16 H -0.7430 1.4213 -1.2112
17 H -1.3473 -1.5979 -0.7848
18 H -2.3316 -0.4115 -1.6682
19 H -0.1398 0.1578 2.3391

---

(5)
This record from the OMol25 dataset describes a molecular structure, C3H6AgO4 in a non-equilibrium geometry. The level of theory is ωB97M-V/def2-TZVPD.

Frontier orbital gap (spin up / spin down) in eV: 6.289 / 6.880
Multiplicity: 2
E_LUMO (spin up / spin down) in eV: -1.97 / -1.98
E_tot in eV: -15394.2722
Relative energy (zero: lowest compared OMol25 entry of this formula, charge and spin) in kJ/mol: 6.5

Element x y z (Å)
1 Ag 4.7808 -0.2800 2.5684
2 O 0.8744 0.9109 1.1240
3 O 2.7416 1.2520 2.2493
4 O 2.4833 -0.6692 1.1884
5 O -2.9692 -1.3903 -2.6251
6 C 2.0720 0.4660 1.5331
7 C 0.0919 0.0644 0.2835
8 C -1.1821 0.7412 -0.0466
9 H -2.0450 0.5755 0.5990
10 H -0.0884 -0.8989 0.7875
11 H 0.6703 -0.1666 -0.6316
12 H -2.3513 -0.9955 -3.2694
13 H -1.2630 1.3663 -0.9368
14 H -3.8153 -0.9759 -2.8237